{"formula": "C9H9BClF4NO3Pd", "method": "ωB97M-V with the def2-TZVPD basis set", "species": ["Pd", "Cl", "C", "C", "C", "C", "O", "C", "C", "O", "C", "H", "H", "H", "H", "C", "C", "N", "O", "H", "H", "H", "H", "H", "F", "B", "F", "F", "F"], "xyz": [[-0.3497, 0.4220, 0.0075], [-0.5462, 4.2319, 6.1082], [-0.2198, 3.1014, 4.8338], [0.0128, 1.7512, 5.1443], [0.2631, 0.8468, 4.1510], [0.3243, 1.2230, 2.7802], [0.6539, 0.3352, 1.9071], [0.0654, 2.6022, 2.4872], [0.0546, 3.1243, 1.1600], [0.1788, 2.5191, 0.0866], [-0.1985, 3.5119, 3.5342], [-0.0085, 1.4343, 6.1787], [0.4395, -0.1958, 4.3809], [-0.0708, 4.2153, 1.0905], [-0.3876, 4.5511, 3.2930], [3.6431, -1.2373, -0.3471], [2.1492, -1.1332, -0.4586], [1.4534, -2.1946, -0.0273], [1.6169, -0.1206, -0.9415], [3.9914, -2.2327, -0.6167], [3.9128, -1.0359, 0.6914], [4.1135, -0.4913, -0.9799], [1.9076, -2.9695, 0.4198], [0.4452, -2.1919, -0.0606], [-2.4462, 0.1149, 1.0428], [-2.6975, -0.5367, -0.2040], [-3.9225, -1.0838, -0.3003], [-2.3983, 0.4322, -1.2041], [-1.6253, -1.5145, -0.3188]], "lowdin_spin": [1.512, 0.002, 0.005, 0.000, 0.012, 0.010, 0.142, 0.009, 0.014, 0.105, 0.000, 0.000, 0.000, 0.007, 0.000, 0.004, 0.008, 0.004, 0.063, 0.000, 0.001, 0.000, 0.000, 0.000, 0.040, -0.001, 0.001, 0.023, 0.038], "total_charge": 0, "lumo_ha": [-0.018, -0.064], "largest_force_ev_per_a": 1.355, "spin_multiplicity": 3}

=====

{"formula": "C9H9ClLiN2O5S2", "method": "ωB97M-V with the def2-TZVPD basis set", "species": ["Li", "S", "C", "C", "C", "C", "C", "C", "S", "H", "H", "H", "H", "C", "C", "C", "N", "H", "H", "H", "H", "H", "O", "N", "O", "Cl", "O", "O", "O"], "xyz": [[2.4837, 0.4874, -1.3547], [-1.0557, -1.5207, -2.1211], [-2.5960, -0.8251, -1.6850], [-3.6655, -1.5157, -1.1285], [-4.8643, -0.8605, -0.8729], [-4.9897, 0.4957, -1.1424], [-3.9155, 1.2031, -1.6689], [-2.7246, 0.5497, -1.9585], [-1.3171, 1.2866, -2.6831], [-3.5583, -2.5690, -0.8993], [-5.6952, -1.4088, -0.4456], [-5.9182, 1.0097, -0.9263], [-4.0007, 2.2661, -1.8595], [2.1633, -1.2991, 3.7331], [1.6336, 0.0483, 3.2397], [1.7062, 0.1616, 1.7808], [1.7603, 0.2366, 0.6400], [2.1149, -1.3420, 4.8208], [3.1978, -1.4411, 3.4241], [1.5718, -2.1176, 3.3256], [2.2077, 0.8714, 3.6665], [0.5939, 0.1908, 3.5363], [1.0070, 0.1259, -2.3307], [-0.1701, 0.1218, -1.7677], [3.6605, 2.0244, -0.8225], [4.8358, 1.1793, -1.0601], [5.7529, 1.2662, 0.0388], [5.4688, 1.5636, -2.2906], [4.3126, -0.1886, -1.1882]], "lowdin_charge": [0.594, 0.841, -0.611, -0.123, -0.121, -0.120, -0.121, -0.604, 0.857, 0.095, 0.089, 0.090, 0.096, -0.100, -0.218, -0.169, 0.173, 0.069, 0.080, 0.079, 0.115, 0.114, -0.503, -0.722, -0.426, 0.650, -0.338, -0.335, -0.430], "total_charge": -1, "lumo_ha": 0.096, "largest_force_ev_per_a": 0.599, "e_above_lowest_ev": 0.5842}